(1)
Formula: C20H45CeN2OP3S
Source: OMol25
Level of theory: ωB97M-V with the def2-TZVPD basis set

XYZ file:
```
73
Properties=species:S:1:pos:R:3
Ce -0.87860 -0.40484 -1.14342
P 1.58330 0.83270 0.77989
P -1.11922 2.38849 -1.60471
P 1.80823 -0.49320 -2.14963
H -1.72668 -3.27843 -0.71149
C -0.62346 -3.24635 -0.69173
C 0.05459 -2.92491 0.44336
H -0.48400 -2.80396 1.39031
C 1.36132 1.38758 2.51884
C 2.30866 2.43007 0.19792
C 3.14143 -0.11312 1.09068
C -2.52841 2.18980 -2.76978
C -1.80203 3.62607 -0.44578
C 0.03781 3.41126 -2.60386
C 2.76270 -2.04627 -1.99733
C 3.15562 0.64633 -2.64740
C 1.03032 -0.74468 -3.80022
H -0.13760 -3.53939 -1.62955
H 1.14953 -2.85870 0.48545
H 1.24365 0.52068 3.18863
H 0.47268 2.02430 2.60012
H 2.24991 1.95547 2.82957
H 1.50623 3.16978 0.11289
H 2.80481 2.31128 -0.76760
H 3.03730 2.76460 0.94382
H 2.88860 -0.98651 1.70107
H 3.83607 0.52985 1.64334
H 3.60542 -0.44181 0.15769
H -2.88047 3.20463 -3.03907
H -3.37926 1.64924 -2.30696
H -2.23658 1.64928 -3.69273
H -2.38826 4.38470 -0.98991
H -0.98757 4.12094 0.10580
H -2.44146 3.11019 0.28637
H -0.46705 4.31768 -2.95847
H 0.39401 2.83548 -3.46527
H 0.90936 3.68745 -1.99960
H 3.12207 -2.34319 -2.99657
H 2.14019 -2.85185 -1.58130
H 3.63259 -1.91106 -1.33778
H 3.60261 0.26771 -3.57494
H 3.93434 0.71262 -1.87889
H 2.75060 1.64556 -2.83658
H 1.83159 -1.06437 -4.47777
H 0.57967 0.18216 -4.18555
H 0.25256 -1.51930 -3.79297
C -2.11567 -1.85652 -4.46502
C -3.21620 -1.28870 -5.11226
C -3.50070 -1.74617 -6.41047
C -2.70678 -2.75101 -6.98191
C -1.62995 -3.30047 -6.30370
C -1.31657 -2.86309 -5.00594
O -1.78249 -1.31848 -3.16652
H -2.66932 -1.08141 -2.81066
H -3.82466 -0.53788 -4.60312
H -4.32792 -1.30433 -6.94426
H -2.94452 -3.06983 -7.99690
H -1.02970 -4.08208 -6.76270
H -0.50833 -3.33335 -4.43728
C -1.28692 1.05323 5.41616
N -2.01292 0.48994 4.25095
C -1.42166 -0.21379 3.24690
S -1.86753 0.00503 1.57345
N -0.39893 -1.03634 3.60473
C -0.26607 -1.62804 4.94086
H -1.31248 0.35890 6.26496
H -1.79328 1.97655 5.72938
H -0.23920 1.30303 5.19472
H -2.80707 1.05186 3.94302
H -0.01941 -1.57558 2.82100
H -1.23974 -1.67862 5.45083
H 0.15006 -2.63221 4.80686
H 0.45052 -1.06514 5.56349
```

Results
spin multiplicity = 1
calculated total energy = -78086.314 eV
gap between HOMO and LUMO (alpha / beta) = 4.08 / 4.08 eV
net charge = +4
highest occupied orbital energy (alpha / beta) = -0.707 / -0.707 Ha

These are the Mulliken partial charges, in e, on atoms 1 to 5: atom 1 (Ce): 0.231, atom 2 (P): 0.774, atom 3 (P): 0.980, atom 4 (P): 1.069, atom 5 (H): 0.539

***

(2)
Formula: C20H45Cl3DyO2P2
Source: OMol25
Level of theory: ωB97M-V with the def2-TZVPD basis set

XYZ file:
```
73
Properties=species:S:1:pos:R:3
Dy 0.01684 0.57500 1.95834
P 2.07427 2.07926 0.96140
C 2.43321 3.33005 -0.33116
C 1.58102 3.04681 2.52222
C 3.67945 1.24346 1.30610
C 1.19935 3.53232 -1.22619
H 3.22405 2.85723 -0.94322
C 2.96676 4.67260 0.18310
H 2.21225 5.22617 0.75564
H 3.23454 5.28912 -0.68736
H 3.86611 4.57796 0.80163
H 0.83604 2.58217 -1.63486
H 1.46371 4.18422 -2.07385
H 0.36933 4.01200 -0.68921
H 4.00276 0.93960 0.29310
C 3.52377 -0.05426 2.13060
C 4.72152 2.20854 1.87113
H 5.06604 2.91629 1.10790
H 5.59642 1.63126 2.20171
H 4.34874 2.77809 2.73363
H 2.85383 0.03202 3.00020
H 4.49990 -0.33828 2.54378
H 3.16969 -0.89654 1.51716
C 0.30352 3.88270 2.30251
H 2.43764 3.72396 2.62116
C 1.49902 2.20035 3.81461
H 0.39235 4.57642 1.45751
H 0.14666 4.49417 3.20203
H -0.62052 3.28825 2.15279
H 0.61692 1.50632 3.92203
H 1.38235 2.91750 4.63901
H 2.42211 1.64786 4.03491
Cl -2.38081 1.01293 1.53245
H -0.22175 0.39599 -0.54067
H 0.47249 0.08406 -0.41947
P -1.98802 -1.75395 -1.98608
C -0.95486 -3.05059 -2.79260
C -3.39570 -2.58480 -1.10301
C -2.58931 -0.56737 -3.25517
C 0.32634 -3.20031 -1.94976
H -0.68085 -2.60905 -3.76920
C -1.66525 -4.38075 -3.04541
H -1.85374 -4.92719 -2.11239
H -1.00487 -5.00045 -3.66415
H -2.59927 -4.25162 -3.60765
H 0.93762 -2.28735 -2.00716
H 0.93326 -4.03598 -2.31775
H 0.11596 -3.38049 -0.88295
H -1.65558 -0.29917 -3.78614
C -3.12346 0.71740 -2.58436
C -3.54953 -1.21241 -4.25470
H -3.04883 -1.98581 -4.85252
H -3.88935 -0.44168 -4.95863
H -4.44414 -1.63120 -3.76972
H -2.69219 0.88516 -1.58323
H -4.21608 0.70958 -2.49558
H -2.85627 1.58302 -3.20407
C -2.85388 -3.36263 0.10399
H -3.83107 -3.29152 -1.82803
C -4.46976 -1.59768 -0.64107
H -1.99889 -4.00544 -0.13456
H -3.64672 -4.01464 0.48713
H -2.55969 -2.67220 0.90929
H -4.01529 -0.83297 0.00831
H -5.21479 -2.15725 -0.06053
H -5.00990 -1.12369 -1.46946
Cl 0.18300 -4.50546 1.75316
C 0.67478 -3.35966 3.02121
Cl 2.43031 -3.33037 3.28208
C 0.29381 -1.94107 2.64057
O 0.14385 -1.03201 3.54481
O 0.22204 -1.60222 1.40079
H 0.15674 -3.62181 3.94388
```

Results
spin multiplicity = 6
ΔE to the lowest compared entry with this formula, charge and spin = 0.000 eV
calculated total energy = -105793.913 eV
gap between HOMO and LUMO (alpha / beta) = 2.39 / 4.09 eV
net charge = -1
highest occupied orbital energy (alpha / beta) = 0.000 / -0.061 Ha

These are the Mulliken partial charges, in e, on atoms 1 to 5: atom 1 (Dy): -0.401, atom 2 (P): 0.518, atom 3 (C): 0.554, atom 4 (C): -0.027, atom 5 (C): 0.809

***

(3)
Formula: C20H45GaN2OP3S
Source: OMol25
Level of theory: ωB97M-V with the def2-TZVPD basis set

XYZ file:
```
73
Properties=species:S:1:pos:R:3
Ga 0.11156 -0.11727 0.80650
P 0.28135 -2.17446 -0.53511
P 2.51058 -0.04917 1.45663
P -2.14467 0.41121 -0.28842
H 1.58398 2.44199 0.02514
C 0.51712 2.53383 0.25880
C 0.08111 2.93897 1.47402
H 0.75274 3.02415 2.32529
C 0.90736 -1.77345 -2.20527
C 1.45317 -3.43508 0.04152
C -1.23156 -3.11196 -0.89021
C 3.07311 1.44337 2.32771
C 2.85298 -1.43111 2.58745
C 3.72119 -0.24381 0.10498
C -2.83431 2.04595 0.11466
C -3.42456 -0.74947 0.28892
C -2.32989 0.35555 -2.10866
H -0.13281 2.42620 -0.62515
H -0.96019 3.17722 1.69523
H 1.09561 -2.71789 -2.73672
H 1.84528 -1.20823 -2.12960
H 0.17408 -1.18570 -2.77226
H 1.28115 -4.35161 -0.53887
H 1.28007 -3.65710 1.10050
H 2.49098 -3.11125 -0.10479
H -0.94303 -4.10092 -1.26668
H -1.83924 -2.60834 -1.65036
H -1.81769 -3.24971 0.02400
H 4.16233 1.38625 2.48347
H 2.57171 1.51631 3.30291
H 2.83588 2.34625 1.74935
H 3.93877 -1.49964 2.75515
H 2.50576 -2.37662 2.14955
H 2.33611 -1.28530 3.54778
H 4.73365 -0.06712 0.49926
H 3.51271 0.49588 -0.68114
H 3.67287 -1.25071 -0.33180
H -3.76967 2.21157 -0.43794
H -2.12516 2.84066 -0.13450
H -3.03560 2.09362 1.19019
H -4.38573 -0.52415 -0.19200
H -3.53239 -0.68032 1.37642
H -3.15019 -1.77905 0.04400
H -3.32517 0.73011 -2.39233
H -2.20635 -0.65755 -2.50992
H -1.56680 0.99681 -2.56618
C -0.91346 0.14990 -5.96577
C -0.33840 0.26958 -7.24787
C -0.22753 1.54385 -7.80867
C -0.72120 2.66656 -7.13557
C -1.43889 2.50329 -5.94751
C -1.61322 1.22414 -5.41286
O -0.70385 -0.92352 -5.12947
H -0.19829 -1.61984 -5.58136
H 0.03118 -0.61761 -7.75893
H 0.25110 1.66956 -8.77965
H -0.55993 3.66497 -7.53858
H -1.86702 3.36151 -5.42619
H -2.22492 1.05666 -4.52780
C -1.03962 1.15319 6.30088
N -0.71706 0.87689 4.89691
C -0.39319 -0.33283 4.38707
S -1.07266 -0.82118 2.84550
N 0.36083 -1.22811 5.05484
C 1.30105 -0.95399 6.15719
H -1.02236 0.23003 6.88333
H -2.03427 1.60826 6.35848
H -0.32272 1.88169 6.69488
H -1.23864 1.43843 4.21833
H 0.52959 -2.09282 4.52804
H 0.86441 -1.29007 7.11062
H 2.20989 -1.55090 5.98045
H 1.57103 0.11345 6.21219
```

Results
spin multiplicity = 1
ΔE to the lowest compared entry with this formula, charge and spin = 0.000 eV
calculated total energy = -117551.403 eV
gap between HOMO and LUMO = 4.58 eV
net charge = +3
highest occupied orbital energy = -0.519 Ha

These are the Mulliken partial charges, in e, on atoms 1 to 5: atom 1 (Ga): 0.852, atom 2 (P): 0.941, atom 3 (P): 0.680, atom 4 (P): 0.438, atom 5 (H): 0.612

***

(4)
Formula: C20H45N2P3S2Sc
Source: OMol25
Level of theory: ωB97M-V with the def2-TZVPD basis set

XYZ file:
```
73
Properties=species:S:1:pos:R:3
Sc 0.32756 0.36711 -0.54752
P 2.41743 1.12524 0.58523
P -0.80264 0.06608 2.61118
P 1.04793 -0.46913 -2.80303
H -3.85550 0.93134 1.46584
C -4.04200 0.43462 0.46626
C -3.52104 -0.75011 0.08320
H -3.01368 -1.51240 0.68048
C 2.49942 2.94323 0.63944
C 2.94733 0.57668 2.22154
C 3.74835 0.56601 -0.53232
C -2.36559 -0.39713 3.48163
C 0.18590 -0.89139 3.86689
C -0.62286 1.74962 3.39170
C -0.31054 -1.17183 -3.79351
C 2.32946 -1.71294 -2.95302
C 1.55465 0.85545 -3.90305
H -4.36376 1.07951 -0.37609
H -3.42498 -0.93414 -1.00577
H 3.53183 3.20292 0.90332
H 1.79259 3.32162 1.38885
H 2.22603 3.35960 -0.33829
H 4.00419 0.85459 2.31842
H 2.82969 -0.51759 2.29149
H 2.34740 1.06260 3.00183
H 4.69272 0.98164 -0.16255
H 3.55985 0.89676 -1.56288
H 3.79207 -0.53143 -0.52477
H -2.35786 0.03555 4.49606
H -2.41216 -1.49183 3.55742
H -3.24976 -0.05225 2.93519
H -0.12646 -0.62056 4.89094
H 1.26464 -0.71982 3.77633
H 0.00267 -1.96241 3.70223
H -1.02088 1.73048 4.42265
H -1.20555 2.46855 2.79757
H 0.43095 2.07235 3.39928
H -0.35978 -0.64964 -4.76421
H -1.24282 -1.02295 -3.23132
H -0.07800 -2.23823 -3.94254
H 2.37243 -1.97490 -4.01992
H 2.04271 -2.58208 -2.35879
H 3.29893 -1.33392 -2.61834
H 1.00379 0.70899 -4.84414
H 2.63547 0.70045 -4.02985
H 1.29835 1.82577 -3.46199
C -2.24826 2.64306 -2.61816
C -1.91669 3.90331 -3.15282
C -2.81722 4.62252 -3.91882
C -4.08565 4.09395 -4.16567
C -4.43831 2.84277 -3.61084
C -3.55339 2.11764 -2.87145
S -1.00081 1.85350 -1.74528
H -0.96135 1.49613 -0.01292
H -0.89827 4.30747 -2.95499
H -2.51146 5.58842 -4.29813
H -4.79636 4.64118 -4.79552
H -5.43202 2.43016 -3.77990
H -3.81697 1.14943 -2.43955
C 2.72825 -3.35668 2.61499
N 2.07209 -2.90719 1.37241
C 0.75780 -2.94774 1.10943
S 0.10210 -2.26128 -0.32858
N -0.05336 -3.56397 2.01672
C 0.15953 -4.88662 2.61139
H 2.17689 -3.07027 3.52541
H 3.71439 -2.90750 2.61731
H 2.84440 -4.44967 2.58479
H 2.68511 -2.61005 0.58331
H -1.03282 -3.40369 1.75840
H 0.38116 -4.80599 3.68734
H -0.79899 -5.41959 2.50241
H 0.93177 -5.47936 2.10766
```

Results
spin multiplicity = 1
ΔE to the lowest compared entry with this formula, charge and spin = 2.113 eV
calculated total energy = -94661.101 eV
gap between HOMO and LUMO = 6.35 eV
net charge = +3
highest occupied orbital energy = -0.630 Ha

These are the Mulliken partial charges, in e, on atoms 1 to 5: atom 1 (Sc): -1.027, atom 2 (P): 1.467, atom 3 (P): 0.649, atom 4 (P): 1.319, atom 5 (H): 0.196

***

Look up the calculated total energy of the second one. -105793.913 eV